8 unconnected molecules or ions with the total composition C47H88F3N2O26S in a non-equilibrium geometry. Source: OMol25; level of theory: ωB97M-V with the def2-TZVPD basis set.

```
167
Properties=species:S:1:pos:R:3:lowdin_charge:R:1
C -2.910 5.440 4.399 0.043
C -2.036 5.223 3.428 -0.123
C -1.778 3.902 2.732 -0.210
C -2.769 2.844 3.228 -0.074
C -2.675 1.474 2.547 -0.215
N -2.962 0.431 3.527 0.062
C -3.100 -0.924 2.977 -0.419
C -3.954 -1.205 1.761 0.023
O -2.547 -1.818 3.541 0.147
C -4.166 0.704 4.360 -0.422
C -5.488 1.016 3.703 0.037
O -4.045 0.643 5.541 0.180
N -1.299 1.227 1.989 0.040
C -1.179 1.588 0.543 -0.098
C -1.916 0.657 -0.424 -0.226
C -3.218 1.238 -1.006 -0.557
S -2.810 1.958 -2.616 0.794
C -0.239 1.840 2.886 -0.112
C 1.143 1.245 2.568 -0.044
C 1.396 -0.019 3.391 -0.216
O 0.197 -0.773 3.389 -0.001
C 1.876 0.269 4.837 -0.566
F 3.046 -0.335 5.071 0.154
F 2.048 1.588 5.061 0.132
F 1.004 -0.168 5.738 0.181
C -0.339 3.387 3.038 -0.391
O -0.187 3.612 4.438 0.024
C 0.732 4.218 2.315 -0.110
C 0.971 3.998 0.822 -0.173
C 2.120 4.898 0.294 -0.173
C 3.371 4.071 -0.017 -0.204
C 4.160 3.655 1.225 -0.206
C 5.017 2.413 0.972 -0.202
C 5.957 2.049 2.121 -0.156
C 5.259 1.751 3.448 -0.235
O 6.077 2.154 4.530 -0.176
C 5.364 2.757 5.584 -0.108
H -3.322 6.425 4.567 0.070
H -3.235 4.641 5.054 0.072
H -1.427 6.055 3.091 0.109
H -1.898 4.131 1.670 0.142
H -3.781 3.222 3.100 0.122
H -2.574 2.737 4.296 0.133
H -3.391 1.466 1.718 0.138
H -4.432 -0.341 1.307 0.063
H -3.328 -1.707 1.023 0.093
H -4.694 -1.948 2.062 0.109
H -5.705 0.400 2.833 0.074
H -6.259 0.831 4.447 0.102
H -5.557 2.064 3.414 0.090
H -1.099 0.219 2.059 0.157
H -0.131 1.603 0.277 0.108
H -1.555 2.596 0.395 0.118
H -2.073 -0.339 -0.010 0.098
H -1.225 0.515 -1.258 0.094
H -4.016 0.497 -1.045 0.073
H -3.578 2.053 -0.375 0.062
H -3.798 2.854 -2.725 -0.124
H -0.522 1.452 3.866 0.161
H 1.936 1.964 2.759 0.108
H 1.256 0.943 1.527 0.126
H 2.189 -0.591 2.907 0.165
H 0.379 -1.711 3.280 0.126
H 0.749 3.662 4.663 0.105
H 0.446 5.265 2.435 0.124
H 1.679 4.121 2.856 0.115
H 1.280 2.977 0.599 0.082
H 0.072 4.259 0.262 0.112
H 2.350 5.679 1.022 0.117
H 1.801 5.358 -0.641 0.111
H 4.032 4.641 -0.673 0.119
H 3.081 3.178 -0.581 0.111
H 4.813 4.471 1.548 0.130
H 3.474 3.431 2.048 0.070
H 5.614 2.571 0.071 0.122
H 4.359 1.557 0.777 0.110
H 6.513 1.155 1.831 0.100
H 6.689 2.840 2.294 0.123
H 5.087 0.670 3.542 0.115
H 4.278 2.235 3.526 0.088
H 4.907 3.701 5.264 0.090
H 4.597 2.093 5.996 0.076
H 6.074 2.979 6.378 0.091
C 6.663 -2.122 1.614 -0.033
O 6.384 -2.973 0.498 0.010
C 5.779 -2.371 -0.523 -0.623
O 5.450 -1.212 -0.563 0.112
O 5.599 -3.267 -1.488 -0.011
C 4.957 -2.766 -2.667 -0.028
H 7.150 -2.750 2.353 0.098
H 7.328 -1.311 1.321 0.095
H 5.741 -1.712 2.025 0.086
H 5.550 -1.973 -3.116 0.101
H 3.960 -2.397 -2.432 0.097
H 4.891 -3.612 -3.345 0.093
C 0.061 1.934 -4.445 -0.086
O 0.847 2.381 -5.549 0.012
C 1.900 3.119 -5.190 -0.623
O 2.197 3.406 -4.057 0.110
O 2.555 3.477 -6.286 0.013
C 3.719 4.280 -6.053 -0.018
H -0.753 1.348 -4.861 0.081
H 0.662 1.307 -3.785 0.096
H -0.336 2.779 -3.890 0.059
H 4.446 3.742 -5.449 0.102
H 3.451 5.214 -5.564 0.102
H 4.141 4.490 -7.030 0.073
C -2.228 -4.583 4.501 -0.057
O -2.180 -6.001 4.677 0.012
C -2.350 -6.690 3.549 -0.626
O -2.528 -6.212 2.456 0.113
O -2.289 -7.985 3.835 0.010
C -2.456 -8.854 2.708 -0.031
H -2.076 -4.145 5.483 0.099
H -1.442 -4.256 3.825 0.083
H -3.195 -4.278 4.109 0.084
H -1.672 -8.682 1.973 0.097
H -3.431 -8.704 2.250 0.097
H -2.381 -9.863 3.100 0.096
C -10.195 -1.890 1.307 -0.029
O -10.166 -2.679 2.499 0.017
C -8.947 -3.021 2.900 -0.628
O -7.916 -2.736 2.339 0.094
O -9.054 -3.736 4.014 0.013
C -7.813 -4.189 4.562 -0.032
H -11.240 -1.692 1.091 0.098
H -9.674 -0.946 1.459 0.095
H -9.750 -2.433 0.475 0.090
H -7.180 -3.343 4.827 0.092
H -7.294 -4.833 3.855 0.097
H -8.070 -4.750 5.454 0.097
C 8.855 5.444 -10.267 -0.033
O 7.599 5.684 -9.621 0.004
C 6.585 4.981 -10.120 -0.624
O 6.645 4.196 -11.028 0.130
O 5.481 5.298 -9.437 -0.006
C 4.306 4.610 -9.873 -0.046
H 9.574 6.078 -9.758 0.094
H 9.143 4.400 -10.168 0.098
H 8.800 5.714 -11.320 0.099
H 4.424 3.534 -9.753 0.101
H 4.078 4.839 -10.911 0.100
H 3.497 4.960 -9.237 0.086
C -10.094 -1.677 -5.311 -0.033
O -10.056 -2.468 -4.117 0.006
C -8.832 -2.791 -3.710 -0.627
O -7.800 -2.473 -4.242 0.120
O -8.940 -3.528 -2.602 -0.001
C -7.688 -3.954 -2.060 -0.041
H -11.145 -1.498 -5.513 0.095
H -9.578 -0.731 -5.160 0.096
H -9.642 -2.216 -6.141 0.099
H -7.078 -3.094 -1.787 0.092
H -7.153 -4.577 -2.774 0.099
H -7.918 -4.530 -1.169 0.092
C 5.714 -9.021 -4.959 -0.033
O 5.395 -7.721 -4.447 0.004
C 4.994 -7.715 -3.178 -0.623
O 4.883 -8.677 -2.465 0.129
O 4.733 -6.453 -2.829 -0.003
C 4.292 -6.296 -1.478 -0.035
H 6.020 -8.866 -5.988 0.094
H 6.529 -9.465 -4.390 0.099
H 4.842 -9.670 -4.922 0.098
H 5.055 -6.634 -0.779 0.105
H 3.366 -6.843 -1.307 0.099
H 4.127 -5.234 -1.342 0.072
```

Output
HOMO level = -0.422 hartree
Kohn-Sham gap = 8.99 eV
charge = +1


6 unconnected molecules or ions with the total composition C47H92BBr2N2O18Si in a non-equilibrium geometry. Source: OMol25; level of theory: ωB97M-V with the def2-TZVPD basis set.

```
163
Properties=species:S:1:pos:R:3:lowdin_charge:R:1
C -1.940 -2.022 -1.018 -0.088
C -0.665 -1.588 -0.281 -0.222
C -0.087 -0.322 -0.938 -0.133
C 0.515 0.722 0.066 -0.259
C 1.998 1.094 -0.211 -0.004
C -0.352 1.952 0.175 -0.039
C -1.126 2.254 1.343 -0.029
C -1.219 1.245 2.470 -0.101
C -0.095 1.186 3.500 -0.239
O 0.283 2.448 4.004 -0.220
Si 1.911 2.864 4.066 0.431
C 2.953 1.375 4.513 -0.145
C 2.477 3.616 2.435 -0.149
C 2.085 4.152 5.414 -0.150
C -1.894 3.454 1.372 -0.180
C -2.632 3.793 2.636 -0.653
Br -4.543 3.414 2.436 0.849
C -2.456 5.160 3.309 -0.741
C -2.593 5.011 4.821 -0.125
Br -0.696 5.850 2.920 0.913
N -2.011 4.254 0.257 0.096
C -2.965 5.404 0.275 -0.315
C -4.113 5.177 -0.722 -0.021
C -2.338 6.805 0.146 -0.184
C -2.966 7.855 1.084 -0.231
C -1.965 8.837 1.709 -0.115
C -1.294 3.979 -0.869 -0.078
C -1.354 4.893 -2.057 -0.089
C -2.155 4.372 -3.289 -0.204
N -2.965 3.174 -3.043 0.039
C -0.422 2.839 -0.925 0.083
B 0.464 2.661 -2.247 -0.680
O 0.140 1.795 -3.252 0.194
O 1.551 3.464 -2.374 0.059
C 2.658 3.047 -3.201 -0.195
C 3.952 3.583 -2.604 -0.050
H -2.549 -1.128 -1.150 0.068
H -1.724 -2.489 -1.973 0.079
H -2.516 -2.708 -0.401 0.071
H 0.081 -2.375 -0.352 0.111
H -0.925 -1.430 0.762 0.090
H -0.883 0.157 -1.501 0.089
H 0.703 -0.592 -1.633 0.118
H 0.539 0.187 1.005 0.101
H 2.600 0.906 0.674 0.081
H 2.119 2.154 -0.432 0.069
H 2.401 0.521 -1.042 0.090
H -2.177 1.312 2.978 0.110
H -1.261 0.272 1.989 0.107
H -0.477 0.592 4.334 0.133
H 0.752 0.627 3.096 0.101
H 3.604 1.586 5.357 0.035
H 3.589 1.078 3.678 0.031
H 2.356 0.498 4.763 0.031
H 2.778 4.646 2.620 0.029
H 3.343 3.093 2.033 0.027
H 1.686 3.648 1.686 0.011
H 1.331 4.035 6.190 0.037
H 2.056 5.164 5.025 0.015
H 3.057 4.008 5.886 0.034
H -2.323 3.080 3.381 0.058
H -3.211 5.861 2.975 0.055
H -3.595 4.679 5.082 0.080
H -2.363 5.952 5.311 0.078
H -1.861 4.289 5.182 0.080
H -3.462 5.372 1.229 0.035
H -4.248 4.116 -0.916 0.079
H -5.035 5.530 -0.264 0.093
H -3.983 5.729 -1.647 0.078
H -2.510 7.165 -0.866 0.101
H -1.256 6.763 0.268 0.088
H -3.587 7.376 1.838 0.089
H -3.649 8.449 0.480 0.110
H -0.937 8.501 1.595 0.040
H -2.030 9.806 1.219 0.073
H -2.149 9.007 2.766 0.069
H -0.338 5.132 -2.358 0.129
H -1.788 5.842 -1.782 0.070
H -1.435 4.137 -4.068 0.107
H -2.788 5.186 -3.626 0.111
H -2.678 2.422 -3.649 0.040
H -3.942 3.341 -3.219 0.076
H -0.675 1.329 -3.042 0.090
H 2.503 3.444 -4.202 0.126
H 2.680 1.960 -3.267 0.116
H 3.767 4.073 -1.653 0.079
H 4.434 4.297 -3.265 0.075
H 4.664 2.780 -2.429 0.076
C -0.661 -7.707 -2.432 -0.057
C 0.322 -6.711 -1.862 -0.197
O -0.292 -5.844 -0.886 0.032
C -0.475 -6.380 0.316 -0.609
O -0.154 -7.486 0.661 0.118
O -1.073 -5.470 1.089 -0.005
C -1.397 -5.933 2.405 -0.031
H -1.536 -7.197 -2.837 0.087
H -0.194 -8.282 -3.231 0.086
H -1.000 -8.403 -1.666 0.071
H 0.682 -6.036 -2.635 0.123
H 1.182 -7.207 -1.415 0.119
H -0.522 -6.352 2.896 0.091
H -2.189 -6.679 2.360 0.101
H -1.745 -5.060 2.949 0.091
C -1.852 -12.955 -7.007 -0.064
C -0.898 -11.970 -6.369 -0.210
O -1.559 -11.123 -5.412 0.032
C -1.797 -11.684 -4.228 -0.617
O -1.481 -12.792 -3.888 0.129
O -2.430 -10.789 -3.467 -0.007
C -2.790 -11.273 -2.169 -0.038
H -2.701 -12.431 -7.448 0.082
H -1.341 -13.513 -7.792 0.081
H -2.231 -13.664 -6.273 0.076
H -0.499 -11.283 -7.111 0.121
H -0.063 -12.476 -5.886 0.123
H -1.925 -11.687 -1.656 0.097
H -3.569 -12.029 -2.249 0.099
H -3.167 -10.411 -1.627 0.089
C -1.158 1.503 -6.559 -0.052
C -2.545 1.039 -6.166 -0.232
O -3.149 0.218 -7.166 0.043
C -2.724 -1.050 -7.180 -0.613
O -1.940 -1.533 -6.405 0.120
O -3.340 -1.681 -8.169 0.015
C -2.961 -3.054 -8.334 -0.026
H -1.188 2.009 -7.524 0.088
H -0.763 2.193 -5.812 0.058
H -0.472 0.661 -6.639 0.083
H -3.218 1.889 -6.060 0.119
H -2.531 0.493 -5.219 0.113
H -3.072 -3.599 -7.400 0.096
H -1.932 -3.121 -8.683 0.100
H -3.633 -3.456 -9.084 0.096
C 6.965 -9.390 -0.597 -0.066
C 6.713 -10.031 0.750 -0.210
O 5.852 -9.229 1.575 0.036
C 4.555 -9.301 1.283 -0.616
O 4.057 -9.987 0.428 0.123
O 3.897 -8.499 2.116 0.008
C 2.480 -8.457 1.901 -0.039
H 7.353 -8.379 -0.469 0.080
H 7.695 -9.975 -1.157 0.080
H 6.048 -9.336 -1.180 0.074
H 7.637 -10.112 1.318 0.122
H 6.288 -11.028 0.646 0.123
H 2.056 -9.458 1.917 0.102
H 2.253 -7.981 0.953 0.074
H 2.069 -7.868 2.715 0.090
C 0.477 9.635 7.036 -0.062
C 1.705 9.539 6.157 -0.216
O 2.873 10.062 6.804 0.039
C 3.434 9.248 7.698 -0.616
O 3.076 8.128 7.958 0.119
O 4.478 9.875 8.230 0.010
C 5.168 9.135 9.243 -0.032
H 0.329 10.662 7.370 0.084
H -0.406 9.317 6.481 0.073
H 0.578 9.002 7.916 0.076
H 1.585 10.150 5.264 0.122
H 1.892 8.512 5.843 0.116
H 5.453 8.153 8.876 0.095
H 4.541 9.032 10.127 0.099
H 6.052 9.717 9.482 0.095
```

Output
HOMO level = -0.432 hartree
Kohn-Sham gap = 8.66 eV
charge = +1


4 unconnected molecules or ions with the total composition C47H93Br2ClF2N4O8Si in a non-equilibrium geometry. Source: OMol25; level of theory: ωB97M-V with the def2-TZVPD basis set.

```
158
Properties=species:S:1:pos:R:3:lowdin_charge:R:1
C 0.256 -3.522 -3.771 -0.151
C -1.218 -2.896 -3.285 -0.247
C -2.246 -4.172 -3.233 -0.517
Cl -2.410 -5.075 -4.876 0.561
C -3.735 -3.800 -2.568 -0.298
O -3.960 -4.770 -1.513 -0.164
C -4.188 -4.208 -0.180 -0.246
C -3.106 -3.104 0.343 -0.130
C -3.702 -1.663 0.828 -0.197
C -4.008 -0.580 -0.361 -0.213
C -2.684 0.115 -1.034 -0.216
C -1.772 1.000 0.041 -0.184
C -1.426 2.450 -0.718 -0.199
C -0.346 2.267 -1.953 -0.176
C -1.029 1.990 -3.418 -0.202
O 0.013 1.816 -4.479 -0.259
C 0.527 0.437 -4.487 -0.139
C -5.784 -3.799 0.112 -0.148
N -6.403 -2.936 -0.954 0.030
C -7.786 -2.429 -0.522 -0.312
F -8.409 -3.257 0.551 -0.039
F -7.632 -1.010 -0.088 -0.033
C -8.886 -2.430 -1.774 -0.122
C -10.351 -2.126 -1.072 -0.279
Si -11.753 -1.676 -2.316 0.520
C -13.401 -1.596 -1.248 -0.221
C -12.060 -3.076 -3.620 -0.226
C -11.520 0.082 -3.067 -0.212
C -12.569 1.336 -2.831 -0.053
C -12.293 2.857 -3.470 -0.068
C -10.962 3.185 -4.367 -0.074
C -9.907 1.937 -4.642 -0.067
C -10.181 0.424 -3.994 -0.060
C -4.822 -4.054 -3.814 -0.611
Br -5.837 -5.796 -4.056 0.579
C -5.116 -2.944 -4.808 -0.618
C -4.371 -1.463 -4.767 -0.131
Br -6.458 -3.175 -6.326 0.538
H 1.055 -3.310 -2.910 0.082
H 0.211 -4.712 -3.843 0.072
H 0.629 -3.044 -4.778 0.078
H -1.014 -2.471 -2.198 0.096
H -1.483 -2.072 -4.072 0.081
H -1.740 -4.972 -2.504 0.136
H -3.848 -2.673 -2.293 0.126
H -4.041 -5.145 0.553 0.164
H -2.233 -2.858 -0.434 0.108
H -2.523 -3.545 1.288 0.128
H -2.840 -1.168 1.492 0.117
H -4.636 -1.706 1.532 0.107
H -4.682 -0.964 -1.235 0.079
H -4.619 0.309 0.151 0.130
H -3.097 0.922 -1.811 0.102
H -2.004 -0.607 -1.656 0.080
H -2.325 1.221 1.048 0.112
H -0.742 0.455 0.148 0.106
H -0.953 3.197 0.049 0.104
H -2.414 2.921 -1.191 0.121
H 0.458 1.422 -1.742 0.104
H 0.242 3.289 -2.042 0.116
H -1.674 2.909 -3.753 0.137
H -1.702 1.032 -3.480 0.103
H 0.531 -0.047 -3.414 0.084
H -0.120 -0.272 -5.193 0.096
H 1.638 0.372 -4.894 0.109
H -5.947 -3.415 1.222 0.141
H -6.359 -4.845 0.070 0.139
H -6.637 -3.610 -1.744 0.103
H -8.608 -1.689 -2.637 0.104
H -8.986 -3.502 -2.285 0.133
H -10.761 -3.043 -0.431 0.104
H -10.215 -1.183 -0.356 0.110
H -14.292 -2.152 -1.795 0.049
H -13.664 -0.509 -0.902 0.027
H -13.177 -2.226 -0.277 0.042
H -11.683 -2.826 -4.699 0.042
H -11.546 -4.097 -3.277 0.052
H -13.219 -3.346 -3.727 0.051
H -13.562 1.234 -2.208 0.071
H -13.061 3.718 -3.274 0.075
H -10.736 4.236 -4.834 0.079
H -8.941 2.125 -5.286 0.075
H -9.335 -0.383 -4.233 0.076
H -4.888 -0.683 -5.508 0.090
H -3.279 -1.621 -5.221 0.080
H -4.215 -1.038 -3.687 0.067
C 4.342 1.404 0.084 -0.103
O 4.616 2.600 -0.632 -0.193
C 3.450 3.167 -1.248 -0.196
C 3.071 4.491 -0.567 -0.203
N 2.551 4.264 0.785 -0.053
C 2.426 5.489 1.583 -0.194
C 3.723 6.255 1.911 -0.208
O 4.602 5.556 2.795 -0.193
C 5.468 4.630 2.153 -0.107
H 5.295 0.964 0.385 0.068
H 3.764 1.617 0.986 0.075
H 3.809 0.683 -0.542 0.089
H 2.605 2.464 -1.263 0.098
H 3.719 3.377 -2.288 0.123
H 2.307 4.999 -1.166 0.117
H 3.965 5.120 -0.546 0.100
H 3.175 3.627 1.278 0.068
H 1.960 5.196 2.531 0.118
H 1.723 6.168 1.084 0.117
H 3.432 7.166 2.446 0.121
H 4.255 6.595 1.016 0.109
H 5.752 4.950 1.146 0.093
H 5.004 3.643 2.126 0.057
H 6.376 4.542 2.755 0.090
C 4.856 3.914 6.007 -0.099
O 4.464 2.564 5.806 -0.191
C 5.110 1.952 4.680 -0.197
C 6.090 0.864 5.147 -0.195
N 7.257 1.450 5.815 -0.045
C 8.089 0.468 6.518 -0.192
C 7.448 -0.289 7.698 -0.215
O 7.156 0.536 8.826 -0.182
C 5.909 1.213 8.754 -0.100
H 4.210 4.343 6.777 0.092
H 5.889 3.970 6.358 0.078
H 4.739 4.499 5.090 0.072
H 5.606 2.691 4.034 0.090
H 4.322 1.477 4.089 0.119
H 6.425 0.284 4.281 0.102
H 5.545 0.195 5.819 0.102
H 6.939 2.140 6.494 0.069
H 8.958 1.015 6.902 0.118
H 8.474 -0.258 5.790 0.114
H 8.186 -1.020 8.050 0.119
H 6.571 -0.875 7.402 0.108
H 5.150 0.638 8.213 0.089
H 6.043 2.195 8.299 0.068
H 5.552 1.377 9.774 0.088
C 8.450 1.103 2.175 -0.107
O 8.479 -0.267 2.549 -0.210
C 7.534 -1.068 1.824 -0.202
C 8.262 -2.035 0.877 -0.203
N 8.887 -1.317 -0.239 -0.056
C 9.816 -2.138 -1.023 -0.196
C 11.070 -2.672 -0.302 -0.217
O 12.002 -1.655 0.070 -0.181
C 11.720 -1.023 1.311 -0.100
H 9.080 1.658 2.875 0.094
H 8.854 1.239 1.170 0.078
H 7.434 1.505 2.230 0.073
H 6.797 -0.455 1.286 0.101
H 6.990 -1.658 2.568 0.117
H 7.545 -2.761 0.481 0.121
H 9.009 -2.575 1.466 0.100
H 9.402 -0.518 0.127 0.068
H 10.150 -1.516 -1.861 0.118
H 9.265 -2.981 -1.459 0.116
H 11.603 -3.312 -1.015 0.119
H 10.830 -3.315 0.551 0.107
H 11.245 -1.700 2.028 0.089
H 11.099 -0.140 1.148 0.068
H 12.664 -0.677 1.739 0.089
```

Output
HOMO level = -0.314 hartree
Kohn-Sham gap = 8.58 eV
SMILES = CC[C@H](Cl)[C@H](O[C@@H](CCCCCCCCOC)CNC(F)(F)CC[Si](C)(C)c1ccccc1)/C(Br)=C(\C)Br.COCCNCCOC.COCCNCCOC.COCCNCCOC
charge = 0